1.
Molecular formula: C4H12
Method: DFT, ωB97M-V with the def2-TZVPD basis set

Values from the calculation:
* HOMO level: -11.130 eV
* calculated total energy: -159.5234 hartree
* SMILES: CC.CC
* energy relative to the best compared isomer or geometry (same formula, charge and spin): 161.6 kJ/mol
* gap between HOMO and LUMO: 0.4473 Ha

Structure (XYZ):
```
16
Properties=species:S:1:pos:R:3:forces:R:3:nbo_charge:R:1
C -1.90307 -1.71883 1.06391 2.51 -0.16 1.94 -0.625
C -2.35400 -1.02268 -0.20641 -3.82 -1.37 1.61 -0.613
H -2.60148 -1.60383 1.93773 0.50 -0.36 -1.06 0.211
H -1.58401 -2.77340 0.95448 -0.87 0.26 -0.16 0.209
H -0.88163 -1.33798 1.48006 -1.71 0.06 -0.75 0.200
H -2.65080 -1.76664 -1.01879 -0.68 1.01 1.33 0.210
H -1.65108 -0.51842 -0.69730 3.38 2.22 -1.53 0.201
H -3.10686 -0.21159 0.15704 0.71 -1.66 -1.39 0.208
C 1.43067 1.62169 -0.48269 -2.48 -5.70 -3.38 -0.595
C 2.84719 1.16352 -0.42726 0.13 -0.55 2.87 -0.624
H 1.06546 1.78517 -1.52232 0.36 -0.36 0.23 0.191
H 0.76423 0.68890 -0.13168 1.17 2.00 -0.62 0.186
H 1.00848 2.41228 -0.03748 -0.37 3.20 2.53 0.207
H 2.98702 1.14731 0.68017 0.93 0.55 -0.52 0.204
H 3.51422 1.85295 -0.92311 0.53 -0.30 -0.06 0.211
H 3.01168 0.06299 -0.56407 -0.28 1.15 -1.04 0.220
```
Forces are in eV/Å.


2.
Molecular formula: C4H12
Method: DFT, ωB97M-V with the def2-TZVPD basis set

Values from the calculation:
* HOMO level: -11.786 eV
* calculated total energy: -159.5756 hartree
* SMILES: CC.CC
* energy relative to the best compared isomer or geometry (same formula, charge and spin): 24.7 kJ/mol
* gap between HOMO and LUMO: 0.4751 Ha

Structure (XYZ):
```
16
Properties=species:S:1:pos:R:3:forces:R:3:nbo_charge:R:1
C 2.67145 0.60667 0.71031 -0.30 0.65 0.20 -0.612
C 1.49036 0.75314 1.68566 -0.32 -0.45 -0.27 -0.611
H 2.52715 -0.23623 0.04804 0.19 -0.34 0.01 0.205
H 2.74861 1.48630 0.06113 0.02 -0.11 0.14 0.204
H 3.60518 0.52207 1.25641 0.20 -0.15 -0.13 0.205
H 0.64333 0.16340 1.32092 0.04 0.11 0.12 0.200
H 1.13579 1.77556 1.74512 0.06 0.21 0.15 0.205
H 1.69867 0.39340 2.69803 0.13 0.10 -0.19 0.205
C -2.30887 -1.24289 -1.65760 -0.21 0.72 0.50 -0.612
C -1.85016 -0.09539 -0.72781 0.00 0.06 -0.28 -0.610
H -2.43255 -0.82621 -2.65266 0.09 -0.27 -0.24 0.204
H -1.58849 -2.05094 -1.66581 0.01 -0.20 -0.17 0.206
H -3.29198 -1.61458 -1.36560 0.16 -0.21 0.08 0.204
H -1.49308 0.72972 -1.34752 0.02 0.08 0.22 0.202
H -1.04104 -0.35253 -0.05022 0.08 -0.27 -0.05 0.201
H -2.65127 0.27970 -0.09630 -0.17 0.07 -0.08 0.205
```
Forces are in eV/Å.


3.
Molecular formula: C4H12
Method: DFT, ωB97M-V with the def2-TZVPD basis set

Values from the calculation:
* HOMO level: -11.394 eV
* calculated total energy: -159.5590 hartree
* SMILES: CC.CC
* energy relative to the best compared isomer or geometry (same formula, charge and spin): 68.2 kJ/mol
* gap between HOMO and LUMO: 0.4605 Ha

Structure (XYZ):
```
16
Properties=species:S:1:pos:R:3:forces:R:3:nbo_charge:R:1
C -0.65560 -1.08686 2.20530 -1.22 0.47 0.69 -0.624
C 0.34857 -1.50773 1.15094 -0.62 -0.66 -1.12 -0.626
H -0.49683 -1.52630 3.18302 0.25 -0.58 0.07 0.207
H -0.61739 -0.03094 2.47807 0.14 0.22 -0.54 0.207
H -1.73246 -1.27373 1.98059 0.86 -0.07 -0.18 0.208
H -0.10378 -1.75947 0.17626 -0.30 0.65 0.22 0.208
H 0.78299 -2.48295 1.34112 0.58 0.10 0.63 0.211
H 1.09047 -0.74579 0.93937 0.31 -0.11 0.22 0.210
C 0.83568 1.13053 -2.07354 0.58 -0.77 2.58 -0.618
C -0.53831 1.39454 -1.41772 0.11 1.24 0.38 -0.620
H 1.28565 0.32667 -1.39185 -0.07 0.75 -1.67 0.203
H 0.95672 0.98047 -3.13292 -0.72 -0.84 -0.34 0.214
H 1.46932 2.01115 -1.95299 -0.06 0.12 0.51 0.203
H -0.79827 2.43890 -1.65714 -0.76 -0.59 -0.34 0.203
H -0.47320 1.46512 -0.31826 0.65 -0.19 -0.25 0.204
H -1.35357 0.66640 -1.51024 0.27 0.26 -0.85 0.212
```
Forces are in eV/Å.